1.
C17H31F2N3O | ωB97M-V/def2-TZVPD

Geometry (Å):
C 2.7379 -1.8443 -0.4605
H -4.7086 4.8347 2.9860
F -4.6666 6.5155 1.0397
O 2.0826 -4.5834 0.4370
N -1.6219 3.5763 1.9284
N -2.5256 2.2573 0.1232
C -3.6543 3.0810 0.5678
C 0.8024 -2.0808 1.1011
H -3.3757 7.3291 2.5790
H -0.1758 -2.5361 1.2865
C -3.4722 6.4333 1.8792
H 2.8398 3.8061 2.1111
H 3.4383 -2.2272 0.2863
H 1.1812 -1.4342 -3.2788
H 1.9728 3.0679 0.0397
H 2.4374 -3.3127 -3.0245
H 1.0872 -3.9981 -3.8809
H 1.3112 3.3273 3.0801
F 0.4025 1.2174 2.0978
C 1.3354 -2.4629 -0.2968
H 3.1915 -5.3707 -2.0451
H 0.2224 1.2855 0.0220
H 0.4694 4.1242 0.2825
H 1.4007 4.9812 2.2156
C 1.1727 -4.5509 -1.7712
C 0.1286 2.0118 0.9074
C -3.6222 5.0198 2.6863
H -2.5264 6.3069 1.2245
H 2.0491 -6.5240 -1.3305
H -3.0017 5.0984 3.6616
H 3.1747 -2.0288 -1.4452
C 2.1520 -5.7120 -2.0542
C -1.3679 2.5564 0.9251
H 1.9597 -6.1465 -3.0421
H 0.6817 -0.9954 1.1903
C -3.0357 3.8931 1.7202
C 1.3706 -3.5406 -2.9241
H 2.6947 -0.7561 -0.3271
H -2.5534 1.5838 -0.6514
H -0.6614 -2.1218 -1.0622
H -0.3452 -2.2835 -3.2949
H -4.7306 3.1531 0.2145
H 0.3787 -0.7356 -1.2381
H -1.0178 3.9980 2.6431
C 1.1059 3.2811 0.7527
H -0.4093 -5.8773 -1.0469
N 1.2724 -3.9187 -0.4440
C -0.2557 -5.1304 -1.8301
C 0.6153 -2.2241 -2.7720
C 0.3639 -1.8299 -1.3190
H -0.4490 -5.6197 -2.7926
H -1.0173 -4.3574 -1.6982
C 1.6833 3.8614 2.1409
H 1.4783 -2.3974 1.9004

## Properties
- total charge = 0
- HOMO (eV) = -3.49
- lowest unoccupied orbital energy (eV) = -1.604
- multiplicity = 1
- orbital gap (eV) = 1.88



2.
C17H31F3O | ωB97M-V/def2-TZVPD

Geometry (Å):
C -7.7974 -0.1139 -0.2917
H -3.8382 -1.2909 -0.3516
H -1.4629 -0.9789 -1.1147
C -5.4087 0.2637 -1.0361
H -1.6093 0.2807 1.0205
C -1.0651 0.9873 0.2187
C 3.3175 1.2798 1.3238
H 4.9596 -2.9006 0.6340
C -3.9541 0.0623 -0.4129
H 2.9122 0.0503 -0.2632
H 6.9674 0.0832 -0.3766
H 5.3338 -0.4350 -0.9047
H 4.7746 -2.7258 -1.1096
C 5.5168 -2.9521 -0.1783
H 0.7270 0.9698 1.5521
C 2.8643 1.0155 -0.3400
H -5.5274 1.5279 -1.2661
C 1.3543 1.3529 -0.5215
C 5.4942 -0.3077 1.0411
H 0.6440 -0.6138 0.3430
C -6.5033 -0.2718 0.2127
H -0.8513 0.5432 -1.9652
C 0.5143 0.4719 0.4640
H 6.0463 -3.9525 -0.4052
H -1.1377 1.9070 0.1636
H -6.2884 0.3242 1.1303
H 3.4503 1.5596 -0.9653
H 5.1480 1.5750 2.2983
H -3.1406 0.0768 -2.3612
H -3.7746 0.5852 0.4991
H 7.2883 -1.9822 0.4286
H 1.1852 1.1407 -1.6435
C -1.6099 0.2282 -1.1884
C 4.8723 1.2153 1.3483
F -8.7556 0.0799 1.7981
H 6.9907 -1.9265 -1.1734
O -8.2272 0.5559 -1.2552
C 6.0790 -0.4990 -0.2169
H -5.4970 -0.1543 -1.8924
H 2.8034 0.8617 2.1669
C -8.7841 -0.3726 0.6181
C 6.7224 -1.8036 -0.3158
C -2.9215 0.3292 -1.5533
H 6.4301 -0.3301 1.9078
H 3.1955 2.3670 1.5051
H 4.5696 -0.7687 1.3843
H -3.1060 1.5628 -1.3812
H 5.3057 1.8846 0.5679
H -6.3980 -1.2722 0.3930
F -10.2588 -0.1430 0.4638
H 1.2463 2.4130 0.0249
F -8.7958 -1.7595 0.9760

## Properties
- ΔE to the lowest compared entry with this formula, charge and spin (kcal/mol) = 362.3
- total charge = 0
- HOMO (eV) = -9.88
- lowest unoccupied orbital energy (eV) = -0.561
- multiplicity = 1
- orbital gap (eV) = 9.32



3.
C17H31F5P2W | ωB97M-V/def2-TZVPD

Geometry (Å):
H 1.8646 2.4176 3.0025
C -0.5267 -1.0748 -2.7960
C 2.8436 -0.7208 1.7094
H -3.5352 2.7758 -0.0271
H 2.5938 -1.7125 1.2916
H 0.9208 0.1826 -4.7521
H 3.0473 0.7832 -1.2434
H -0.5536 2.2670 -0.1657
C 1.8172 2.1263 1.9331
H 1.2252 0.6848 -0.2932
H 3.6787 -0.2849 1.1208
C 2.4292 0.2811 -2.0018
H 0.3035 1.7898 -4.2864
C -2.4491 -1.0397 0.1101
H -1.3847 -1.4806 -2.2491
C -0.4680 0.2228 -3.1441
H 1.8495 2.1891 -2.6733
H -3.4136 -1.3500 0.5383
H -2.5462 -1.1404 3.1741
H -3.9000 1.3783 -1.0543
F -0.6662 1.2049 4.1500
C 0.2966 0.2807 0.0995
P 1.3905 0.3741 1.8238
H 0.1280 -3.0772 -2.9585
F -0.1871 -0.4177 6.2296
C -3.7496 1.6918 -0.0160
H -1.3390 0.8912 -3.0841
H 2.4086 -2.8023 -3.1684
C -2.7054 -0.1539 2.6527
H 1.0421 2.7601 1.4616
C 1.9787 1.1846 -3.1127
F 1.2724 0.0839 4.1699
C -0.8793 1.2121 -0.1962
C 1.8925 -1.8310 -3.1772
C 2.2324 -1.0389 -1.9505
F 0.2071 -2.1318 4.9264
H -3.7324 -0.2310 2.2430
H 2.4210 -1.6231 -1.0372
H 2.7559 1.2626 -3.8797
H -2.6644 0.6768 3.3374
W -0.7323 -0.6289 1.6448
P -2.4021 0.7665 0.6839
C 0.3861 -2.0963 -3.3793
H -1.6719 -1.8585 0.4928
C -0.5307 -0.9972 5.0447
H -1.1743 1.0201 -1.2395
H 0.2122 -0.7486 -0.3203
H 2.2768 -1.2582 -4.0392
H 2.7930 2.3464 1.4520
H 3.1738 -0.9197 2.7543
C 0.6782 0.8305 -3.8973
H -4.6926 1.5552 0.5357
H -2.4802 -1.0674 -0.9849
H 0.2352 -2.1434 -4.4655
C -0.1346 -0.0658 3.8481
F -1.8356 -1.3454 5.1633

## Properties
- <S²> = 2.012
- ΔE to the lowest compared entry with this formula, charge and spin (kcal/mol) = 102.8
- total charge = +2
- HOMO (alpha / beta) (eV) = -14.30 / -14.67
- lowest unoccupied orbital energy (alpha / beta) (eV) = -8.005 / -8.619
- multiplicity = 3
- orbital gap (alpha / beta) (eV) = 6.30 / 6.05



4.
C17H31N2PReS2 | ωB97M-V/def2-TZVPD

Geometry (Å):
H 1.0052 -2.2161 0.5167
H 0.4829 4.4202 -0.4101
H 1.7119 -3.1176 2.7939
Re -0.3901 0.0641 0.5252
H -1.2029 3.2500 2.1376
C 1.5487 -3.9589 2.1127
C -2.8947 3.1048 -4.0460
H 1.9775 -4.8543 2.5682
H -1.2329 -5.2982 0.5374
H -3.5746 2.4939 -0.7902
C -1.5914 2.7019 -1.6099
C -1.5098 3.1312 -3.9852
H 4.5222 -1.0841 2.3600
N -0.0103 -2.1554 0.4746
C -0.6240 -4.6510 3.1295
H 0.3133 -4.8362 -0.2007
H 4.6397 -0.1047 0.9030
C 0.7468 3.4023 -0.1178
C -0.8611 2.9308 -2.7737
H -2.6085 -1.3706 0.2540
P -0.7416 2.3722 -0.0315
C -2.2717 -0.3315 0.3180
C -0.1660 -5.1651 0.7259
H -0.6433 -2.2801 2.3237
H 4.6539 0.6693 2.4846
H -4.7142 2.8559 -2.9331
H 2.1857 0.6114 4.9464
H -3.4001 3.2621 -4.9905
H -2.6927 2.7263 1.3603
H -0.3116 -2.5305 -0.4176
H 2.1111 -3.7728 1.1938
N -0.6463 -2.9016 1.5178
S 0.1560 0.1002 2.8672
H 3.5514 -0.3258 4.3325
C 2.6999 -0.0229 1.8328
C 4.2119 -0.1424 1.9023
H -1.9459 4.2722 0.8679
C -2.9853 2.6739 -1.6816
C -1.7526 3.2508 1.1957
H -0.9295 3.3086 -4.8821
C 1.9247 -0.0650 2.9204
H -0.4221 -3.9681 3.9597
H 1.2096 3.3970 0.8689
H 2.0455 -1.1298 4.7891
C 2.4665 -0.2376 4.3176
C 0.0495 -4.1623 1.8534
H 0.2686 -6.1318 0.9874
S 2.0411 0.2103 0.2031
H -0.2491 -5.6386 3.4025
H 0.2220 2.9477 -2.7452
C -3.6322 2.8765 -2.8912
H 1.4673 2.9757 -0.8116
H -1.7048 -4.7124 2.9888
H -3.1238 0.3450 0.2108

## Properties
- <S²> = 3.796
- ΔE to the lowest compared entry with this formula, charge and spin (kcal/mol) = 1.8
- total charge = 0
- HOMO (alpha / beta) (eV) = -6.53 / -7.13
- lowest unoccupied orbital energy (alpha / beta) (eV) = 0.641 / -0.196
- multiplicity = 4
- orbital gap (alpha / beta) (eV) = 7.17 / 6.93



5.
C17H31N3O13S | ωB97M-V/def2-TZVPD

Geometry (Å):
H 1.5887 -1.8293 -1.1906
C -1.2648 -0.7890 -2.0123
H -0.5819 -1.2729 -1.3084
H 2.8564 4.2529 2.5529
C -2.2669 0.0822 -1.1839
H -3.6905 1.1100 2.7261
H 4.3320 -0.3081 -0.0562
O -5.6146 0.9862 3.4781
H -2.8165 2.0029 -1.0809
O -1.9763 2.6710 -4.3332
S -0.7906 1.9004 -4.3881
O 0.5726 0.7874 1.7871
C 2.4883 -1.4805 -1.7065
H 0.4011 4.4035 3.9569
C 3.3819 0.2252 -0.0993
C -5.2805 1.2204 1.2172
H -1.8239 -1.5997 -2.4876
H 1.7025 3.3008 4.4745
C -6.8187 1.1510 2.8786
C 2.7086 0.0132 -1.4537
O 0.0805 2.0048 -5.5096
H -0.9113 0.7942 0.1810
H 4.8759 -5.3777 2.7675
C -0.3664 -0.2392 -3.1179
C 1.0601 3.5989 3.6449
H -4.5406 -0.4260 2.4297
O 5.1490 -5.0320 0.7572
H 0.1432 -1.1175 -3.5177
O 0.2714 2.4691 3.2513
N -2.4258 1.3844 -1.7845
H 2.7302 -0.1547 0.6895
C 3.0805 -4.7372 1.7080
O -6.6790 1.1596 1.5347
H 1.6344 1.8505 -1.2369
N -1.8162 0.3362 0.1845
C 0.8877 1.8507 2.2237
H 2.3570 -5.1932 1.0300
H -5.0628 0.6359 0.3292
C 1.8471 3.8921 2.3794
H 1.3186 4.5724 1.7104
H 4.2145 -6.6230 1.6774
C 1.4018 0.8101 -1.4805
H 3.3550 0.4117 -2.2431
H 1.4527 0.7369 -3.6282
H -3.0667 1.3845 -2.5712
O 3.5577 -3.5237 1.1186
H -3.4027 -1.5457 -0.6601
H 3.5676 1.2833 0.0890
H 3.3357 -2.0548 -1.3332
O 1.9081 2.6010 1.7589
C 0.7145 0.8224 -2.8225
O 5.2683 -3.0231 -0.2589
H 2.3745 -1.7067 -2.7701
H -1.6944 -0.5320 0.6957
H 2.6057 -4.5108 2.6582
H -3.9726 -0.7593 -1.9529
O -7.8505 1.2680 3.4576
C -4.6457 0.6599 2.4737
H 0.7334 0.4526 -0.6976
N -3.5550 -0.6119 -1.0374
C 4.7155 -3.7846 0.4664
C 4.3546 -5.5563 1.8258
O -1.1331 0.3543 -4.1905
O 0.0291 2.0828 -3.0548
H -5.0081 2.2656 1.0550

## Properties
- total charge = 0
- HOMO (eV) = -9.74
- lowest unoccupied orbital energy (eV) = 0.202
- multiplicity = 1
- orbital gap (eV) = 9.94



6.
C17H31O7P | ωB97M-V/def2-TZVPD

Geometry (Å):
C -1.4014 0.0216 3.1683
O -1.3065 -2.6028 -1.7426
C -3.2443 1.6480 -2.0904
H 0.1586 0.1510 -2.6124
C -2.6922 -0.3713 -0.9806
H 2.3429 0.2599 1.2885
H 3.9174 0.7119 1.8705
C 0.0258 -0.3223 3.4806
H 2.1115 -3.0577 1.2097
C 0.8779 1.8709 -0.0281
H 1.9434 -1.1863 -0.3605
C 3.4626 1.5788 -0.0495
H 3.1922 -1.8433 -1.3793
O -4.2989 0.7074 -2.3901
H 0.9681 2.3938 0.9303
H 4.2071 1.3016 -0.8027
H -1.3343 -2.3708 1.2678
C 2.1756 1.9705 -0.8140
H 0.6915 0.8197 0.2097
P -1.4934 -1.0860 -2.1843
C 2.8836 -1.7427 -0.3366
H 0.0307 -1.1887 4.1439
H -3.7464 -0.8192 0.8372
H -0.8717 -0.7084 0.9051
H 2.3014 3.0082 -1.1453
H 2.0470 -3.7584 -0.4322
O -2.1066 -0.9844 2.5594
C -4.0123 -0.4753 -1.8232
C -2.7314 1.1693 -0.7467
H -1.0877 -2.7246 -0.8108
C -1.7037 -1.3388 1.2265
H -3.6075 1.2626 -0.0895
H -3.1917 -2.2335 -0.0523
O -1.9311 -0.9095 -3.5776
H -0.2832 3.4913 -0.7902
O -0.0383 -0.4860 -1.9106
H -3.6757 2.6464 -2.0625
O -1.9512 1.0362 3.4986
H 0.5048 0.5219 3.9718
C 2.6280 -3.1330 0.2489
C -0.3582 2.4014 -0.7660
C 3.3710 0.4252 0.9669
O -4.7304 -1.4339 -1.8863
H 3.5769 -3.6446 0.4292
H -2.1982 2.9514 0.2033
H 4.2001 -1.5126 1.3555
H 2.0988 1.3770 -1.7294
C -1.6694 2.0267 -0.0449
H -0.3564 2.0716 -1.8048
H 4.8116 -0.7513 -0.1200
H -1.4408 1.5766 0.9211
H 0.5711 -0.5850 2.5733
H 3.8705 2.4632 0.4454
H -2.5127 1.5672 -2.8988
C -2.9093 -1.2325 0.2745
C 3.9148 -0.9288 0.4759

## Properties
- total charge = 0
- HOMO (eV) = -10.33
- lowest unoccupied orbital energy (eV) = 0.442
- multiplicity = 1
- orbital gap (eV) = 10.77